[1]
{
  "formula": "C8H7MnN2O5S",
  "method": "wB97M-V/def2-TZVPD",
  "elements": ["O", "C", "Mn", "O", "C", "C", "O", "C", "O", "C", "O", "H", "S", "C", "N", "C", "C", "N", "H", "H", "H", "H", "H", "H"],
  "coordinates": [[3.69305, 0.69171, 0.35100], [2.82685, 0.24124, -0.24273], [1.02406, -1.03150, -1.47503], [-0.19318, 1.69226, -1.49201], [0.36050, 0.67732, -1.51911], [-0.42313, -1.72483, -2.13565], [-1.40828, -2.12168, -2.59009], [1.62312, -2.85875, -1.64468], [1.77091, -4.01213, -1.81244], [1.94549, -0.75728, -3.04479], [2.51676, -0.67906, -4.04984], [2.22649, -1.86347, -0.87328], [0.21967, -1.45698, 0.73636], [-0.65487, -0.07026, 1.27700], [-1.86231, 0.32107, 0.85160], [-2.33660, 1.52296, 1.50378], [-1.22170, 1.83409, 2.49402], [-0.26131, 0.77984, 2.24093], [-2.35627, -0.15705, 0.09324], [-3.30029, 1.34240, 2.00335], [-2.47246, 2.33379, 0.77478], [-1.57768, 1.79992, 3.53258], [-0.77662, 2.82443, 2.31554], [0.63781, 0.67199, 2.70548]],
  "charge": 2,
  "orbital_gap_ev": [7.8, 5.8],
  "multiplicity": 5,
  "molar_mass_g_mol": 298.16,
  "e_above_lowest_kj_mol": 142.2,
  "homo_energy_ev": [-16.1, -17.0]
}

***

[2]
{
  "formula": "C8H7N2O5RuS",
  "method": "wB97M-V/def2-TZVPD",
  "elements": ["O", "C", "Ru", "O", "C", "C", "O", "C", "O", "C", "O", "H", "S", "C", "N", "C", "C", "N", "H", "H", "H", "H", "H", "H"],
  "coordinates": [[-0.08915, 3.34425, -4.97042], [-0.04164, 2.31836, -4.44756], [-0.00492, -1.03592, -1.65551], [0.00205, 1.88864, -0.76549], [-0.00469, 0.74286, -1.11378], [-0.15893, -3.19684, -2.17618], [-0.20017, -4.06810, -2.96888], [1.81823, -0.56821, -1.90381], [2.89539, -0.11211, -1.95645], [-1.79292, -0.58213, -1.96766], [-2.87790, -0.15594, -2.03609], [0.19252, 1.63847, -3.41618], [0.04056, -2.14147, 0.38361], [0.03146, -0.78440, 1.40093], [1.12552, -0.26513, 1.96710], [0.77398, 0.50715, 3.15406], [-0.74159, 0.57872, 3.08873], [-1.05772, -0.16976, 1.87566], [2.04952, -0.63939, 1.77150], [1.24652, 1.50144, 3.12784], [1.12769, -0.04228, 4.04476], [-1.11494, 1.61244, 3.02185], [-1.22226, 0.07411, 3.94631], [-1.99661, -0.44475, 1.59568]],
  "charge": 2,
  "orbital_gap_ev": [4.3, 6.9],
  "multiplicity": 6,
  "molar_mass_g_mol": 344.29,
  "e_above_lowest_kj_mol": 16.0,
  "homo_energy_ev": [-12.7, -18.5]
}

***

[3]
{
  "formula": "C8H7N3",
  "method": "wB97M-V/def2-TZVPD",
  "elements": ["C", "C", "C", "C", "C", "C", "C", "C", "H", "H", "H", "H", "H", "H", "H", "N", "N", "N"],
  "coordinates": [[0.90978, 2.07300, -1.58716], [0.98139, 3.01462, -0.54037], [0.53855, 2.62419, 0.64436], [0.06002, 0.45603, -0.16860], [0.48693, 0.80373, -1.44335], [-0.41592, -0.98876, 0.13792], [-0.23315, -2.97810, 1.00416], [-1.49258, -2.76000, 0.29739], [1.22421, 2.51951, -2.53905], [1.40948, 3.95135, -0.88561], [0.43881, 3.23575, 1.33876], [0.67939, 0.19685, -2.27516], [1.40563, -1.53021, 1.33572], [0.07834, -3.81889, 1.37094], [-2.20136, -3.45389, 0.22256], [0.06728, 1.26272, 0.89503], [0.36617, -1.84332, 0.88758], [-1.58269, -1.50065, -0.15894]],
  "orbital_gap_ev": 8.9,
  "molar_mass_g_mol": 145.16,
  "e_above_lowest_kj_mol": 269.9,
  "homo_energy_ev": -8.2
}

***

[4]
{
  "formula": "C8H7N3",
  "method": "wB97M-V/def2-TZVPD",
  "elements": ["C", "C", "C", "C", "C", "C", "C", "C", "H", "H", "H", "H", "H", "H", "H", "N", "N", "N"],
  "coordinates": [[-2.62034, -1.12202, 0.30899], [-3.19495, 0.15081, -0.00284], [-2.31013, 1.17555, -0.28724], [-0.45869, -0.05725, -0.11778], [-1.20191, -1.19080, 0.23449], [1.06303, -0.16800, -0.01920], [3.09861, 0.64542, 0.25202], [3.07728, -0.62533, -0.30327], [-3.36443, -1.87398, 0.60600], [-4.38162, 0.06286, 0.05167], [-2.66254, 2.32304, -0.79333], [-0.65824, -1.97838, 0.48331], [1.06369, 1.85357, 0.87446], [3.76724, 1.26959, 0.76355], [3.83500, -1.07696, -0.58498], [-0.99693, 1.11573, -0.28237], [1.73550, 0.96036, 0.45878], [1.78765, -1.13752, -0.43238]],
  "orbital_gap_ev": 9.2,
  "molar_mass_g_mol": 145.16,
  "e_above_lowest_kj_mol": 284.4,
  "homo_energy_ev": -8.5
}

***

[5]
{
  "formula": "C8H7N3",
  "method": "wB97M-V/def2-TZVPD",
  "elements": ["C", "C", "C", "C", "C", "C", "C", "C", "H", "H", "H", "H", "H", "H", "H", "N", "N", "N"],
  "coordinates": [[0.05649, -1.90281, -0.21581], [-0.33990, -0.77737, 1.67995], [0.23259, 0.21592, 0.68962], [0.28435, 1.60540, 0.69448], [0.10235, 2.22101, -0.56547], [0.12518, 1.62834, -1.83446], [0.04858, 0.18015, -1.73109], [0.02483, -0.48626, -0.55042], [0.41837, -2.19093, -1.93303], [-0.50323, -2.88023, 1.70246], [-1.13128, 0.23796, 3.42260], [0.65057, 2.23071, 1.61970], [0.21910, 3.34504, -0.76808], [0.40119, 2.36630, -2.60998], [-0.13175, -0.21313, -2.66744], [0.31199, -2.82635, -1.05136], [0.01850, -2.01370, 1.13053], [-0.78794, -0.74007, 2.98781]],
  "orbital_gap_ev": 8.7,
  "molar_mass_g_mol": 145.16,
  "e_above_lowest_kj_mol": 318.4,
  "homo_energy_ev": -9.1
}

***

[6]
{
  "formula": "C8H7N3O",
  "method": "wB97M-V/def2-TZVPD",
  "elements": ["C", "C", "C", "C", "C", "C", "C", "C", "H", "H", "H", "H", "H", "H", "H", "N", "N", "N", "O"],
  "coordinates": [[3.38384, -0.00390, -0.27701], [1.27785, -0.38087, 0.03745], [-0.22473, -0.23354, -0.02632], [-0.84471, 0.96397, -0.21094], [-2.25707, 1.05753, -0.25238], [-3.03253, -0.03861, -0.08863], [-2.37841, -1.32704, -0.04035], [-1.01046, -1.43227, 0.17610], [2.17744, 1.92463, 1.33342], [4.34589, 0.38180, -0.09906], [-0.45049, 1.92683, -0.58597], [-2.64952, 2.14071, -0.30749], [-4.09693, 0.04329, -0.09757], [-2.87897, -2.14498, 0.23416], [-0.46956, -2.34914, 0.43521], [2.17034, 0.58038, -0.21501], [3.23580, -1.34280, -0.20426], [1.87922, -1.58456, -0.05784], [1.82301, 1.81858, 0.24646]],
  "orbital_gap_ev": 8.6,
  "molar_mass_g_mol": 161.16,
  "e_above_lowest_kj_mol": 479.0,
  "homo_energy_ev": -8.8
}

***

[7]
{
  "formula": "C8H7N3O",
  "method": "wB97M-V/def2-TZVPD",
  "elements": ["C", "C", "C", "C", "C", "C", "C", "C", "H", "H", "H", "H", "H", "H", "H", "N", "N", "N", "O"],
  "coordinates": [[-2.17922, 0.88280, 0.21975], [-2.03552, -1.18865, -0.25341], [0.10555, -0.05932, -0.02458], [0.90175, -1.17061, 0.32997], [2.35955, -0.99271, 0.39987], [2.90136, 0.20092, 0.01975], [2.12803, 1.28879, -0.35737], [0.85153, 1.25203, -0.35280], [-4.15622, 0.70633, 0.12949], [-1.46320, -2.27792, -0.73696], [0.29987, -1.95487, 0.87791], [2.85773, -1.71370, 0.64756], [4.19781, -0.05971, 0.03684], [2.84496, 2.06227, -0.76150], [0.19895, 1.77418, -0.44753], [-3.33687, 0.32166, 0.01062], [-3.22740, -1.09999, -0.21349], [-1.33377, -0.09692, -0.05866], [-1.91489, 2.12543, 0.53451]],
  "orbital_gap_ev": 9.8,
  "molar_mass_g_mol": 161.16,
  "e_above_lowest_kj_mol": 710.5,
  "homo_energy_ev": -9.1
}

***

[8]
{
  "formula": "C8H7N4",
  "method": "wB97M-V/def2-TZVPD",
  "elements": ["C", "C", "C", "C", "C", "C", "C", "C", "N", "N", "N", "N", "H", "H", "H", "H", "H", "H", "H"],
  "coordinates": [[-3.89788, 0.43177, -0.57609], [-0.08321, 0.81896, 0.54196], [0.24017, -1.39066, -0.48771], [1.25409, 1.07601, 0.46174], [1.57078, -1.08522, -0.62434], [-0.71293, -0.38040, -0.01393], [2.08576, 0.13058, -0.16718], [-2.93226, -0.33093, 1.02677], [-4.10726, -0.00314, 0.62662], [-2.94097, 0.34278, -1.33321], [-2.02950, -0.42566, 0.09483], [3.34926, 0.44681, -0.38285], [-0.61024, 1.66712, 0.96429], [0.01814, -2.29262, -1.00114], [1.70297, 2.03821, 0.58841], [2.25488, -1.68333, -1.17422], [-2.87185, -0.72445, 2.07361], [3.50943, 1.33324, 0.12191], [4.20064, 0.03093, -0.73947]],
  "charge": 1,
  "orbital_gap_ev": [6.5, 7.1],
  "molar_mass_g_mol": 159.17,
  "e_above_lowest_kj_mol": 296.0,
  "homo_energy_ev": [-13.4, -13.4]
}

***

[9]
{
  "formula": "C8H7NO3",
  "method": "wB97M-V/def2-TZVPD",
  "elements": ["C", "C", "C", "C", "C", "C", "C", "C", "N", "O", "O", "O", "H", "H", "H", "H", "H", "H", "H"],
  "coordinates": [[-0.27274, 1.25178, 0.81316], [0.85409, 1.91282, 0.70900], [-0.29405, -0.20388, 0.47442], [0.90996, -0.93617, 0.72756], [2.37221, 0.50090, -0.86327], [1.99265, 0.91092, 0.35749], [-1.41347, -0.84036, -0.00262], [-2.64261, -0.14038, -0.39386], [2.73001, -0.04274, -1.87896], [1.94625, -0.26635, 1.29390], [-1.43548, -2.13861, -0.22568], [1.01883, -2.15234, 0.57419], [-1.25451, 1.60966, 0.99892], [1.05543, 3.05412, 0.88701], [-3.29007, -0.56431, -1.05884], [-2.29596, 0.74755, -0.72466], [-3.15153, 0.03147, 0.51764], [3.68635, -0.25678, -2.21316], [-0.51538, -2.47731, 0.00775]],
  "orbital_gap_ev": 9.2,
  "molar_mass_g_mol": 165.15,
  "e_above_lowest_kj_mol": 304.0,
  "homo_energy_ev": -8.7
}

***

[10]
{
  "formula": "C8H7NO3S",
  "method": "wB97M-V/def2-TZVPD",
  "elements": ["C", "C", "C", "C", "C", "C", "C", "C", "N", "O", "O", "O", "S", "H", "H", "H", "H", "H", "H", "H"],
  "coordinates": [[2.41795, -0.46992, -0.00502], [2.89524, -1.67813, 0.19970], [0.97215, -0.37426, -0.02094], [0.45014, -1.70959, -0.09453], [-0.89842, -2.12239, -0.06821], [-1.89689, -1.19902, -0.27245], [0.10246, 0.68320, 0.08770], [-0.19597, 3.03608, -0.22941], [-3.04081, -0.61768, -0.04362], [-4.08218, -0.47352, -0.67418], [-2.73488, 0.06386, 1.03361], [0.58655, 1.89390, -0.20429], [1.66820, -2.89107, 0.08545], [3.06159, 0.35094, -0.06272], [3.87454, -1.93807, 0.18201], [-1.16338, -3.16322, 0.23363], [-0.83427, 0.65280, 0.49289], [-1.22776, 2.69889, 0.22124], [-0.26483, 3.52269, -1.24467], [0.31058, 3.73450, 0.38380]],
  "orbital_gap_ev": [6.8, 6.8],
  "molar_mass_g_mol": 197.22,
  "e_above_lowest_kj_mol": 657.0,
  "homo_energy_ev": [-8.1, -8.1]
}